C32H52BiClN2O4SSi as an isolated structure. Source: the OMol25 dataset; level of theory: ωB97M-V/def2-TZVPD.

Properties
Total energy, eV: -82275.29153
Kohn-Sham gap, eV: 5.9
Highest occupied orbital energy, eV: -1.657
Relative energy (zero: lowest compared OMol25 entry of this formula, charge and spin), kcal/mol: 12.0

Geometry as ORCA input:
```
! RIJCOSX wB97M-V def2-TZVPD def2/J DEFGRID3
* xyz -2 1
Bi 0.26 -0.10 0.47
C -2.45 0.51 1.92
C -2.34 -0.52 3.08
N -1.15 -1.36 2.94
C -0.19 -1.35 4.03
C 0.49 -0.02 4.38
S 1.47 0.85 3.11
C 0.56 2.39 2.86
C -0.94 2.19 2.66
N -1.23 1.21 1.67
H -3.30 1.18 2.15
H -2.75 0.02 0.98
H -3.25 -1.15 3.08
H -2.33 0.00 4.05
H -1.42 -2.32 2.75
H 0.59 -2.06 3.77
H -0.63 -1.69 4.98
H 1.21 -0.28 5.17
H -0.20 0.70 4.83
H 1.01 2.80 1.95
H 0.76 3.06 3.70
H -1.36 3.19 2.40
H -1.38 1.96 3.64
H -1.60 1.48 -0.90
O 2.38 -2.16 1.93
C 2.58 -3.31 1.10
C 2.76 -2.90 -0.43
O 3.44 -3.67 -1.12
O 2.14 -1.88 -0.77
C 3.72 -4.17 1.64
C 4.39 -3.82 2.81
C 5.42 -4.62 3.31
C 5.78 -5.78 2.66
C 5.10 -6.15 1.50
C 4.08 -5.35 1.00
C 1.25 -4.07 1.25
C 0.89 -4.52 2.52
C -0.34 -5.12 2.73
C -1.23 -5.28 1.67
C -0.87 -4.83 0.41
C 0.37 -4.23 0.20
H 3.13 -1.57 1.84
H 4.11 -2.92 3.34
H 5.93 -4.32 4.22
H 6.58 -6.41 3.05
H 5.37 -7.06 0.98
H 3.57 -5.62 0.09
H 1.58 -4.39 3.34
H -0.62 -5.46 3.72
H -2.20 -5.73 1.83
H -1.57 -4.90 -0.41
H 0.60 -3.83 -0.78
C -2.60 5.00 -2.44
C -2.23 3.87 -1.47
C -3.19 3.89 -0.26
C -0.85 4.23 -0.85
Si -2.13 2.07 -2.12
C -1.01 1.97 -3.68
C -1.77 2.55 -4.89
C 0.29 2.77 -3.52
C -0.60 0.53 -4.00
C -3.89 1.31 -2.44
C -3.91 0.09 -3.38
C -4.88 2.34 -2.99
C -4.40 0.76 -1.09
H -2.65 5.95 -1.90
H -3.56 4.85 -2.94
H -1.84 5.11 -3.22
H -3.10 4.86 0.25
H -2.90 3.11 0.45
H -4.24 3.75 -0.52
H -0.95 5.18 -0.31
H -0.07 4.34 -1.60
H -0.51 3.44 -0.17
H -2.08 3.59 -4.72
H -2.66 1.98 -5.15
H -1.11 2.55 -5.77
H 0.10 3.84 -3.48
H 0.92 2.58 -4.39
H 0.83 2.47 -2.61
H -1.44 -0.14 -4.19
H -0.01 0.09 -3.20
H 0.03 0.54 -4.91
H -3.60 0.32 -4.40
H -4.94 -0.28 -3.43
H -3.29 -0.71 -2.98
H -4.56 2.73 -3.96
H -5.04 3.19 -2.33
H -5.86 1.85 -3.14
H -3.71 -0.03 -0.73
H -5.38 0.27 -1.23
H -4.52 1.53 -0.33
Cl -1.58 -1.63 -1.20
O 1.03 1.41 -0.47
*
```

C32H52BiClP as an isolated structure. Source: the OMol25 dataset; level of theory: ωB97M-V/def2-TZVPD.

Properties
Total energy, eV: -61676.59569
Kohn-Sham gap (alpha / beta), eV: 3.7 / 3.9
Highest occupied orbital energy (alpha / beta), eV: -1.083 / -1.222
Relative energy (zero: lowest compared OMol25 entry of this formula, charge and spin), kcal/mol: 55.2

Geometry as ORCA input:
```
! RIJCOSX wB97M-V def2-TZVPD def2/J DEFGRID3
* xyz -1 1
Bi -0.89 0.89 2.55
P -0.62 0.04 -1.12
Cl 2.29 0.52 1.75
C -1.20 2.96 2.29
H -0.36 3.59 1.98
H -2.18 3.34 2.61
C 0.72 -0.94 -2.05
C -0.45 1.81 -1.75
C 2.11 -0.38 -1.74
H 0.63 -1.93 -1.54
C 3.21 -1.36 -2.17
H 2.26 0.57 -2.27
H 2.21 -0.16 -0.67
C 3.08 -1.76 -3.65
H 4.19 -0.91 -1.99
H 3.14 -2.26 -1.54
C 1.66 -2.19 -4.03
H 3.39 -0.91 -4.27
H 3.78 -2.58 -3.86
C 0.58 -1.20 -3.55
H 1.59 -2.30 -5.12
H 1.45 -3.17 -3.59
H 0.70 -0.25 -4.10
H -0.41 -1.59 -3.81
C -2.23 -0.57 -1.89
C 0.07 2.04 -3.16
H -1.49 2.18 -1.69
C 0.01 3.53 -3.52
H 1.12 1.70 -3.23
H -0.51 1.47 -3.90
C 0.77 4.40 -2.51
H 0.42 3.68 -4.53
H -1.04 3.84 -3.55
C 0.37 4.12 -1.07
H 1.85 4.23 -2.63
H 0.60 5.46 -2.74
C 0.38 2.62 -0.74
H 1.04 4.64 -0.38
H -0.65 4.50 -0.88
H 1.42 2.25 -0.72
H -0.02 2.48 0.27
C -2.32 -2.10 -1.86
H -2.96 -0.17 -1.16
C -3.70 -2.61 -2.31
H -1.55 -2.54 -2.52
H -2.11 -2.47 -0.85
C -4.15 -2.01 -3.65
H -3.68 -3.70 -2.39
H -4.44 -2.36 -1.54
C -4.00 -0.49 -3.71
H -3.58 -2.47 -4.47
H -5.20 -2.27 -3.83
C -2.62 0.01 -3.26
H -4.20 -0.13 -4.73
H -4.75 -0.02 -3.06
H -1.87 -0.29 -4.02
H -2.62 1.10 -3.24
C 0.22 -2.73 2.69
C -0.19 -1.79 3.52
H 1.12 -2.56 2.08
C -1.51 -1.84 4.26
H 0.50 -0.99 3.85
C -1.98 -3.29 4.47
H -1.44 -1.34 5.24
H -2.28 -1.28 3.69
C -1.84 -4.16 3.21
H -1.37 -3.73 5.26
H -3.02 -3.31 4.82
C -0.46 -4.05 2.53
H -1.99 -5.20 3.50
H -2.64 -3.92 2.49
H 0.18 -4.84 2.95
H -0.55 -4.30 1.47
C 2.64 2.11 2.53
C 2.71 2.04 4.04
C 3.08 0.88 4.71
C 3.06 0.84 6.11
C 2.71 1.98 6.84
C 2.37 3.16 6.17
C 2.36 3.19 4.77
H 3.60 2.44 2.10
H 1.86 2.81 2.19
H 3.37 -0.01 4.15
H 3.33 -0.09 6.62
H 2.72 1.95 7.93
H 2.11 4.06 6.73
H 2.09 4.09 4.23
*
```

A 8-piece molecular cluster, C32H52F15NO12 overall. Source: the OMol25 dataset; level of theory: ωB97M-V/def2-TZVPD.

Properties
Total energy, eV: -100839.62205
Kohn-Sham gap (alpha / beta), eV: 8.3 / 3.5
Highest occupied orbital energy (alpha / beta), eV: -10.845 / -10.845
Relative energy (zero: lowest compared OMol25 entry of this formula, charge and spin), kcal/mol: 0.0

Geometry as ORCA input:
```
! RIJCOSX wB97M-V def2-TZVPD def2/J DEFGRID3
* xyz 1 2
C -4.09 -0.03 -0.17
C -5.04 0.55 0.73
N -6.41 0.32 0.37
C -7.33 1.42 0.84
C -7.65 1.45 2.34
C -6.82 -1.01 0.58
C -8.05 -1.36 -0.25
H -4.34 -1.03 -0.53
H -3.06 0.00 0.19
H -4.12 0.54 -1.10
H -4.95 0.07 1.71
H -4.91 1.62 0.84
H -6.79 2.34 0.63
H -8.28 1.37 0.33
H -8.22 0.62 2.75
H -6.82 1.21 2.99
H -8.07 2.42 2.61
H -7.10 -1.24 1.61
H -6.07 -1.75 0.31
H -7.82 -1.26 -1.32
H -8.93 -0.76 -0.02
H -8.36 -2.39 -0.13
C 5.05 -4.82 3.97
C 4.56 -5.03 2.50
O 3.20 -4.54 2.37
C 2.15 -5.35 2.63
O 2.26 -6.50 2.94
C 0.73 -4.64 2.52
F 0.05 -5.24 1.57
F -0.01 -4.91 3.55
F 0.92 -3.30 2.30
H 5.05 -3.74 4.15
H 6.11 -5.06 4.02
H 4.34 -5.22 4.69
H 4.80 -6.00 2.06
H 5.16 -4.35 1.90
C -5.30 -3.14 3.62
C -4.06 -2.61 2.89
O -3.92 -3.42 1.68
C -2.84 -3.25 0.88
O -1.82 -2.51 1.17
C -2.99 -4.04 -0.44
F -4.00 -4.92 -0.49
F -3.14 -3.11 -1.37
F -1.80 -4.61 -0.77
H -5.22 -4.18 3.95
H -6.27 -3.01 3.14
H -5.49 -2.58 4.53
H -3.14 -2.72 3.47
H -4.18 -1.53 2.77
C 6.23 2.72 3.14
C 6.54 1.55 2.26
O 5.70 0.44 2.68
C 4.54 0.17 1.96
O 4.22 0.68 0.88
C 3.63 -0.78 2.69
F 4.22 -1.85 3.19
F 3.13 -0.08 3.69
F 2.66 -1.17 1.93
H 5.17 2.95 3.04
H 6.98 3.49 2.93
H 6.32 2.52 4.21
H 7.58 1.28 2.42
H 6.36 1.85 1.23
C 2.51 8.78 -0.60
C 1.63 7.87 0.14
O 2.25 6.58 0.09
C 1.78 5.58 0.69
O 0.72 5.67 1.38
C 2.68 4.27 0.51
F 3.76 4.49 -0.25
F 3.03 3.91 1.78
F 1.87 3.35 -0.01
H 2.72 8.39 -1.60
H 3.47 8.92 -0.10
H 1.98 9.72 -0.71
H 0.67 8.00 -0.35
H 1.53 8.17 1.19
C 0.87 -2.05 -4.71
C 0.57 -0.75 -5.50
O 1.80 -0.24 -6.06
C 2.35 -0.81 -7.11
O 1.80 -1.58 -7.87
C 3.90 -0.48 -7.33
F 4.68 -1.62 -7.24
F 4.08 0.10 -8.50
F 4.25 0.38 -6.35
H 1.26 -2.85 -5.34
H -0.10 -2.34 -4.33
H 1.61 -1.91 -3.93
H 0.28 0.06 -4.83
H -0.24 -0.88 -6.22
C 0.56 -1.91 -0.79
C 0.47 -0.45 -0.99
O 0.27 -0.11 -2.10
C 0.35 0.53 0.12
H 1.12 -2.44 -1.55
H -0.38 -2.47 -0.68
H 0.98 -2.14 0.19
H 1.24 0.58 0.74
H -0.53 0.39 0.74
H 0.39 1.54 -0.30
C 2.83 1.83 -2.71
C 2.03 3.11 -3.01
O 2.59 4.24 -2.99
C 0.54 2.92 -3.39
H 3.05 1.84 -1.64
H 3.82 1.88 -3.15
H 2.31 0.87 -2.79
H 0.26 2.13 -4.08
H 0.03 3.80 -3.78
H 0.07 2.59 -2.46
*
```